Record 1
Molecular formula: C3H4NOP
Method: DFT, wB97M-V/def2-TZVPD

Atoms and positions in Å:
C -1.445 1.570 0.008
C 0.431 -0.064 -0.429
C -1.011 0.281 0.415
N -1.853 2.580 -0.333
O -3.609 -0.592 0.649
P -2.533 -0.591 -0.329
H 1.273 0.425 -0.105
H 0.613 -1.035 -0.300
H 0.405 0.382 -1.412
H -0.932 0.208 1.592

Forces on atoms 1 to 3 (eV/Å):
C 0.5 0.3 0.7
C -4.1 3.3 0.6
C 2.5 -1.1 0.8

Its charge is 0. For the total energy, the calculation gives -588.00493 Ha.

Mulliken analysis output, partial charges in e: atom 1 (C): -0.02, atom 2 (C): -1.25, atom 3 (C): 0.20, atom 4 (N): -0.38, atom 5 (O): -0.40, atom 6 (P): 0.29, atom 7 (H): 0.43, atom 8 (H): 0.42, atom 9 (H): 0.35, atom 10 (H): 0.36

***

Record 2
Molecular formula: C3H6N2OS2
Method: DFT, wB97M-V/def2-TZVPD

Atoms and positions in Å:
C 0.825 1.094 -1.944
O -0.156 0.251 -1.221
N -1.050 0.946 -0.517
C -1.395 0.393 0.625
C -1.109 -1.114 1.110
S -2.268 -2.332 1.115
N 0.244 -1.227 1.440
S 1.486 -0.118 0.945
H 1.367 0.299 -2.469
H 0.072 1.615 -2.689
H 1.496 1.776 -1.323
H -2.225 0.964 1.200
H 0.454 -2.320 1.388
H 2.260 -0.227 2.339

Forces on atoms 1 to 3 (eV/Å):
C -2.8 0.2 -1.2
O 2.2 -1.1 -0.1
N -1.1 0.4 3.4

As for the structure (SMILES): CO/N=C\C(=S)NS. Its charge is 0. For the total energy, the calculation gives -1098.86827 Ha.

Mulliken analysis output, partial charges in e: atom 1 (C): -0.57, atom 2 (O): -0.08, atom 3 (N): -0.39, atom 4 (C): -0.24, atom 5 (C): 0.32, atom 6 (S): -0.26, atom 7 (N): -0.27, atom 8 (S): -0.09, atom 9 (H): 0.27, atom 10 (H): 0.25, atom 11 (H): 0.27, atom 12 (H): 0.33, atom 13 (H): 0.29, atom 14 (H): 0.17

***

Record 3
Molecular formula: C72H84Cl8N12
Method: DFT, wB97M-V/def2-TZVPD

Atoms and positions in Å:
C 2.568 -0.753 -2.459
N 1.548 -0.064 -1.779
C 1.628 1.267 -1.548
C 0.609 1.907 -0.859
C -0.552 1.198 -0.441
C -0.687 -0.127 -0.875
C 0.401 -0.718 -1.528
C -1.572 2.009 0.254
C -1.319 2.687 1.426
C -2.316 3.350 2.108
N -3.584 3.258 1.642
C -3.948 2.427 0.624
C -2.909 1.869 -0.085
C -4.684 3.896 2.393
H 2.327 -0.822 -3.520
H 2.608 -1.761 -2.046
H 3.463 -0.158 -2.272
H 2.536 1.791 -1.808
H 0.645 2.948 -0.573
H -1.634 -0.638 -0.781
H 0.420 -1.767 -1.787
H -0.280 2.702 1.719
H -2.217 4.017 2.952
H -4.964 2.164 0.370
H -3.073 1.305 -0.991
H -4.983 3.258 3.224
H -5.580 3.875 1.773
H -4.427 4.926 2.641
C -9.951 -4.992 5.614
N -9.223 -4.099 4.640
C -7.908 -3.698 4.830
C -7.275 -3.056 3.821
C -7.862 -2.680 2.604
C -9.215 -3.067 2.450
C -9.864 -3.719 3.501
C -7.135 -1.914 1.520
C -5.833 -2.277 1.229
C -5.097 -1.565 0.315
N -5.611 -0.467 -0.291
C -6.912 -0.079 -0.025
C -7.704 -0.831 0.910
C -4.796 0.329 -1.231
H -9.621 -6.021 5.475
H -11.017 -4.769 5.558
H -9.622 -4.780 6.631
H -7.421 -3.966 5.756
H -6.215 -2.921 3.977
H -9.801 -2.748 1.600
H -10.909 -3.990 3.481
H -5.449 -3.131 1.766
H -4.044 -1.685 0.110
H -7.166 0.865 -0.484
H -8.710 -0.496 1.112
H -3.759 0.008 -1.132
H -4.764 1.387 -0.968
H -5.184 0.102 -2.224
C -2.152 -8.785 0.472
N -1.228 -7.722 0.097
C -0.532 -7.923 -1.069
C 0.264 -6.922 -1.561
C 0.393 -5.662 -0.921
C -0.258 -5.554 0.344
C -1.062 -6.608 0.777
C 1.274 -4.582 -1.492
C 1.007 -4.074 -2.722
C 1.859 -3.015 -3.192
N 2.955 -2.654 -2.456
C 3.259 -3.286 -1.284
C 2.390 -4.197 -0.724
C 3.829 -1.615 -2.973
H -1.644 -9.435 1.184
H -2.386 -9.362 -0.423
H -3.085 -8.380 0.864
H -0.659 -8.855 -1.599
H 0.816 -7.112 -2.470
H -0.095 -4.611 0.844
H -1.471 -6.586 1.776
H 0.140 -4.396 -3.279
H 1.665 -2.453 -4.093
H 4.126 -2.861 -0.800
H 2.545 -4.362 0.332
H 3.384 -1.129 -3.842
H 4.781 -2.120 -3.132
H 4.019 -0.812 -2.260
C 6.625 3.727 -6.778
N 5.483 3.977 -5.946
C 5.245 3.173 -4.870
C 4.346 3.549 -3.926
C 3.593 4.701 -4.159
C 3.732 5.439 -5.357
C 4.832 5.138 -6.180
C 2.474 5.135 -3.221
C 1.932 4.124 -2.413
C 1.168 4.410 -1.290
N 0.791 5.700 -1.078
C 1.256 6.675 -1.867
C 2.102 6.414 -2.970
C -0.028 6.040 0.137
H 6.764 2.665 -6.985
H 7.402 4.159 -6.147
H 6.448 4.219 -7.734
H 6.004 2.423 -4.702
H 4.163 2.880 -3.098
H 3.074 6.258 -5.604
H 5.044 5.747 -7.047
H 2.222 3.106 -2.628
H 0.673 3.642 -0.713
H 0.986 7.700 -1.657
H 2.544 7.228 -3.525
H -0.585 5.157 0.449
H -0.755 6.797 -0.158
H 0.708 6.403 0.855
C 3.261 1.363 1.086
N 1.922 1.055 1.630
C 1.210 0.016 1.141
C -0.038 -0.324 1.683
C -0.602 0.475 2.705
C 0.197 1.492 3.239
C 1.426 1.780 2.701
C -1.983 0.241 3.302
C -2.519 -1.061 3.234
C -3.843 -1.303 3.570
N -4.647 -0.293 4.004
C -4.240 1.010 4.058
C -2.866 1.292 3.768
C -6.082 -0.619 4.253
H 3.856 0.451 1.053
H 3.690 2.107 1.758
H 3.163 1.886 0.134
H 1.657 -0.592 0.369
H -0.645 -1.113 1.263
H -0.053 1.972 4.173
H 2.098 2.546 3.058
H -1.936 -1.918 2.930
H -4.269 -2.292 3.650
H -4.934 1.790 4.335
H -2.506 2.310 3.797
H -6.455 -1.354 3.539
H -6.612 0.331 4.194
H -6.315 -0.965 5.260
C 5.580 0.676 -5.013
N 5.676 0.432 -3.532
C 6.786 -0.104 -2.935
C 6.841 -0.317 -1.560
C 5.669 -0.018 -0.830
C 4.519 0.536 -1.433
C 4.527 0.688 -2.819
C 5.740 0.126 0.670
C 5.852 -1.013 1.474
C 5.944 -0.964 2.834
N 5.981 0.352 3.404
C 5.954 1.477 2.654
C 5.637 1.384 1.315
C 6.207 0.529 4.856
H 6.525 0.499 -5.527
H 5.220 1.688 -5.201
H 4.718 0.074 -5.299
H 7.675 -0.256 -3.529
H 7.736 -0.682 -1.078
H 3.737 1.002 -0.851
H 3.647 1.001 -3.362
H 5.811 -1.980 0.994
H 5.933 -1.817 3.496
H 5.907 2.419 3.181
H 5.480 2.275 0.726
H 6.262 1.574 5.160
H 7.123 -0.018 5.078
H 5.297 0.009 5.157
Cl 1.362 3.774 1.454
Cl -4.218 1.888 -2.135
Cl 2.557 1.417 -3.961
Cl -1.648 3.682 4.467
Cl 3.702 2.825 -0.994
Cl 2.644 -1.597 0.457
Cl -2.571 -1.725 0.391
Cl -0.080 -1.419 -3.696

Forces on atoms 1 to 3 (eV/Å):
C -11.0 11.8 3.6
N -3.5 1.7 1.3
C -2.3 -0.6 1.2

Its charge is +4. For the total energy, the calculation gives -7129.40657 Ha.

Results of the Mulliken charge analysis, in e, for atoms 1 through 99: atom 1 (C): -1.91, atom 2 (N): 1.28, atom 3 (C): 1.13, atom 4 (C): 0.56, atom 5 (C): 1.10, atom 6 (C): -0.77, atom 7 (C): -0.67, atom 8 (C): 1.07, atom 9 (C): 0.56, atom 10 (C): -2.02, atom 11 (N): 0.50, atom 12 (C): -0.63, atom 13 (C): -0.99, atom 14 (C): -0.53, atom 15 (H): 1.54, atom 16 (H): -0.52, atom 17 (H): -0.38, atom 18 (H): -1.27, atom 19 (H): -1.09, atom 20 (H): -0.09, atom 21 (H): -0.25, atom 22 (H): -0.77, atom 23 (H): 0.46, atom 24 (H): 1.01, atom 25 (H): 0.72, atom 26 (H): 0.08, atom 27 (H): 0.42, atom 28 (H): 0.30, atom 29 (C): -0.84, atom 30 (N): 0.07, atom 31 (C): -0.70, atom 32 (C): -0.44, atom 33 (C): 0.86, atom 34 (C): -1.14, atom 35 (C): -0.27, atom 36 (C): 0.76, atom 37 (C): -0.16, atom 38 (C): -0.48, atom 39 (N): 0.48, atom 40 (C): -0.48, atom 41 (C): -1.08, atom 42 (C): -1.23, atom 43 (H): 0.34, atom 44 (H): 0.33, atom 45 (H): 0.37, atom 46 (H): 0.45, atom 47 (H): 0.37, atom 48 (H): 0.55, atom 49 (H): 0.44, atom 50 (H): 0.68, atom 51 (H): 0.22, atom 52 (H): 0.51, atom 53 (H): 0.60, atom 54 (H): 0.10, atom 55 (H): -0.14, atom 56 (H): 0.49, atom 57 (C): -0.96, atom 58 (N): 0.06, atom 59 (C): -0.23, atom 60 (C): -0.84, atom 61 (C): -0.19, atom 62 (C): -0.81, atom 63 (C): -0.37, atom 64 (C): 1.42, atom 65 (C): -0.80, atom 66 (C): -1.66, atom 67 (N): 0.68, atom 68 (C): -0.71, atom 69 (C): -0.51, atom 70 (C): 0.36, atom 71 (H): 0.36, atom 72 (H): 0.32, atom 73 (H): 0.39, atom 74 (H): 0.42, atom 75 (H): 0.51, atom 76 (H): 0.60, atom 77 (H): 0.50, atom 78 (H): 0.61, atom 79 (H): 1.36, atom 80 (H): 1.05, atom 81 (H): 0.58, atom 82 (H): 0.05, atom 83 (H): 0.40, atom 84 (H): -0.17, atom 85 (C): -1.02, atom 86 (N): 0.15, atom 87 (C): -1.92, atom 88 (C): 1.09, atom 89 (C): 0.92, atom 90 (C): -1.06, atom 91 (C): -0.35, atom 92 (C): 0.10, atom 93 (C): 0.17, atom 94 (C): 0.15, atom 95 (N): 0.18, atom 96 (C): -0.59, atom 97 (C): -0.86, atom 98 (C): -0.93, atom 99 (H): 0.30

***

Record 4
Molecular formula: C19H23N3OS
Method: DFT, wB97M-V/def2-TZVPD

Atoms and positions in Å:
O -0.217 -3.652 -0.606
C -0.304 -4.043 0.715
C -1.162 -3.132 1.631
C -2.676 -3.254 1.430
C -3.578 -2.340 2.207
C -3.123 -0.822 2.196
N -1.586 -0.694 2.239
C -1.021 0.224 3.085
S -1.872 0.956 4.310
N 0.360 0.617 3.072
C 0.979 1.037 1.913
C 2.370 0.773 1.817
C 3.045 1.161 0.638
C 2.326 1.671 -0.444
N 2.999 2.077 -1.554
C 3.401 3.412 -1.667
C 3.243 4.064 -2.965
C 3.632 5.415 -3.235
C 3.997 6.107 -2.108
C 4.119 5.614 -0.853
C 3.806 4.239 -0.617
C 0.958 1.955 -0.293
C 0.327 1.685 0.869
C -0.761 -1.638 1.419
H -1.050 -3.338 -1.052
H -0.698 -5.070 0.799
H 0.716 -3.980 0.994
H -0.981 -3.471 2.726
H -2.851 -3.083 0.375
H -2.975 -4.337 1.527
H -4.623 -2.452 1.899
H -3.490 -2.711 3.252
H -3.683 -0.236 2.984
H -3.268 -0.390 1.201
H 0.727 0.984 3.958
H 2.938 0.423 2.672
H 4.121 1.099 0.593
H 2.670 1.693 -2.439
H 2.957 3.442 -3.802
H 3.488 5.871 -4.198
H 4.325 7.142 -2.213
H 4.428 6.304 -0.052
H 3.982 3.813 0.325
H 0.404 2.533 -1.050
H -0.786 1.973 0.941
H -0.881 -1.274 0.452
H 0.140 -1.494 1.779

Forces on atoms 1 to 3 (eV/Å):
O -1.1 1.1 -2.6
C -1.8 0.1 0.8
C -0.2 0.5 1.4

As for the structure (SMILES): OC[C@@H]1CCCN(C(=S)Nc2ccc(Nc3ccccc3)cc2)C1. Its charge is 0. For the total energy, the calculation gives -1375.43176 Ha.

Mulliken analysis output, partial charges in e: atom 1 (O): -0.53, atom 2 (C): -0.73, atom 3 (C): 0.49, atom 4 (C): -0.93, atom 5 (C): -0.56, atom 6 (C): -0.94, atom 7 (N): 0.29, atom 8 (C): 0.07, atom 9 (S): -0.44, atom 10 (N): -0.20, atom 11 (C): 0.04, atom 12 (C): -0.50, atom 13 (C): -0.23, atom 14 (C): -0.69, atom 15 (N): -0.18, atom 16 (C): 0.51, atom 17 (C): -0.35, atom 18 (C): -0.90, atom 19 (C): -0.11, atom 20 (C): -0.75, atom 21 (C): -0.17, atom 22 (C): -0.21, atom 23 (C): -0.13, atom 24 (C): -1.45, atom 25 (H): 0.33, atom 26 (H): 0.35, atom 27 (H): 0.39, atom 28 (H): 0.20, atom 29 (H): 0.29, atom 30 (H): 0.30, atom 31 (H): 0.39, atom 32 (H): 0.32, atom 33 (H): 0.50, atom 34 (H): 0.30, atom 35 (H): 0.34, atom 36 (H): 0.45, atom 37 (H): 0.52, atom 38 (H): 0.31, atom 39 (H): 0.26, atom 40 (H): 0.39, atom 41 (H): 0.28, atom 42 (H): 0.32, atom 43 (H): 0.50, atom 44 (H): 0.42, atom 45 (H): 0.26, atom 46 (H): 0.41, atom 47 (H): 0.74

***

Record 5
Molecular formula: C4H7N3O
Method: DFT, wB97M-V/def2-TZVPD

Atoms and positions in Å:
C -1.256 -1.694 3.278
N -0.980 -0.610 2.785
O -0.947 -0.889 1.427
C -0.189 0.130 0.709
N 0.183 -0.143 -0.470
N 0.471 1.123 -1.141
C 1.566 0.995 -2.005
C 0.218 0.963 -2.597
H -1.197 -1.864 4.495
H -1.287 -2.734 2.739
H -0.474 1.031 1.153
H 2.274 1.903 -2.231
H 1.958 -0.019 -2.043
H -0.219 1.832 -3.099
H -0.122 -0.022 -3.001

Forces on atoms 1 to 3 (eV/Å):
C 0.2 -5.7 5.5
N 0.4 1.5 -1.2
O 2.2 1.7 -3.0

As for the structure (SMILES): C=NO/C=N/N1CC1. Its charge is 0. For the total energy, the calculation gives -395.91312 Ha.

Mulliken analysis output, partial charges in e: atom 1 (C): -0.16, atom 2 (N): -0.43, atom 3 (O): -0.08, atom 4 (C): 0.03, atom 5 (N): -0.38, atom 6 (N): -0.15, atom 7 (C): -0.42, atom 8 (C): -0.38, atom 9 (H): 0.22, atom 10 (H): 0.25, atom 11 (H): 0.42, atom 12 (H): 0.22, atom 13 (H): 0.34, atom 14 (H): 0.24, atom 15 (H): 0.26

***

Record 6
Molecular formula: C3H9N2O2
Method: DFT, wB97M-V/def2-TZVPD

Atoms and positions in Å:
C -2.197 -0.411 0.083
C 0.285 1.286 -0.186
C -0.818 -0.907 -0.061
N -2.489 0.806 -0.007
N 0.196 -0.150 -0.187
O -2.997 -1.398 0.327
O 2.752 -0.847 -0.120
H -0.759 1.616 -0.186
H 0.888 1.669 0.553
H 0.877 1.467 -1.033
H -0.687 -1.971 -0.168
H 3.085 -1.391 0.515
H -3.447 1.169 0.321
H -3.841 -1.068 0.664
H 1.185 -0.388 -0.143
H 3.128 -1.273 -0.900

Forces on atoms 1 to 3 (eV/Å):
C -0.3 1.6 -0.2
C -3.0 -0.2 -1.2
C 0.8 0.4 -1.1

Its charge is +1. For the total energy, the calculation gives -379.40490 Ha.

Mulliken analysis output, partial charges in e: atom 1 (C): 0.42, atom 2 (C): -0.79, atom 3 (C): 0.02, atom 4 (N): -0.57, atom 5 (N): 0.00, atom 6 (O): -0.42, atom 7 (O): -0.66, atom 8 (H): 0.36, atom 9 (H): 0.34, atom 10 (H): 0.34, atom 11 (H): 0.44, atom 12 (H): 0.30, atom 13 (H): 0.25, atom 14 (H): 0.35, atom 15 (H): 0.31, atom 16 (H): 0.33

***

In order of appearance, HOMO-LUMO gap = 8.91; 8.61; 3.70; 8.31; 10.53; 9.49 eV.
In order of appearance, energy relative to the best compared isomer or geometry (same formula, charge and spin) = 13.5; 129.0; 662.7; 70.8; 147.6; 62.7 kcal per mole.